17
Properties=species:S:1:pos:R:3:mulliken_charge:R:1 method="wB97M-V/def2-TZVPD" smiles="C=[Si](C)C.OP" total_charge=0 mol_weight_g_mol=122.18 lumo_energy_ev=0.40 relative_energy_kcal_mol=91.9 homo_energy_ev=-7.8
C -0.594 -2.325 1.391 -0.838
Si -0.444 -1.022 0.171 0.463
C -0.636 -2.022 -1.529 -1.170
C -0.637 0.881 0.126 -0.968
H -0.935 -3.291 0.983 0.199
H -0.615 -2.270 2.402 0.415
H -0.673 -1.246 -2.261 0.310
H 0.090 -2.744 -2.003 0.335
H -1.528 -2.544 -1.483 0.368
H -1.626 1.276 -0.321 0.317
H -0.755 1.247 1.176 0.304
H 0.158 1.426 -0.479 0.270
O 4.060 2.249 0.006 -0.529
P 3.416 0.714 -0.099 0.073
H 3.412 2.962 -0.037 0.323
H 3.739 0.343 1.191 0.050
H 4.767 0.040 -0.465 0.080



19
Properties=species:S:1:pos:R:3:mulliken_charge:R:1 method="wB97M-V/def2-TZVPD" total_charge=-1 mol_weight_g_mol=179.41 lumo_energy_ev=2.18 homo_energy_ev=-5.1
Rb 15.728 -28.222 -5.474 0.834
F 17.345 -25.772 -5.258 -0.963
B 12.405 -30.011 -4.875 0.492
H 11.643 -29.404 -5.339 -0.210
H 12.045 -30.229 -3.881 -0.224
H 12.538 -30.907 -5.462 -0.251
H 13.308 -29.421 -4.848 -0.673
C 19.133 -32.003 -5.509 -1.328
C 18.177 -30.972 -6.220 0.403
C 18.027 -31.473 -7.660 -1.289
O 17.007 -30.844 -5.505 -0.474
H 19.991 -32.248 -6.136 0.344
H 18.679 -32.943 -5.196 0.388
H 19.590 -31.600 -4.606 0.343
H 18.570 -29.958 -6.279 0.314
H 18.969 -31.458 -8.208 0.381
H 17.375 -30.853 -8.276 0.323
H 17.620 -32.483 -7.713 0.299
H 16.818 -31.730 -5.190 0.293



So what do the calculations give for E_tot? Going down the list: -22500.2619 -9401.3721 eV.